Below is one molecule with the formula C11H12N2O2 at a distorted geometry, with properties calculated with ωB97M-V/def2-TZVPD.

Geometry (Å):
C  2.810  -0.040  -1.741
C  1.645  -0.404  -2.340
C  2.765  0.228  -0.363
C  0.376  -0.535  -1.674
C  1.567  -0.013  0.303
C  0.374  -0.386  -0.326
C  -2.719  -0.400  -0.963
C  -1.342  2.566  0.819
C  -0.793  -0.776  0.447
C  -2.026  1.396  0.537
C  -0.586  -1.307  1.877
N  -1.902  -1.255  -0.205
N  -2.749  0.965  -0.616
O  -3.518  -0.713  -1.801
O  -2.562  2.316  1.484
H  3.663  0.286  -2.348
H  1.620  -0.557  -3.435
H  3.639  0.644  0.176
H  -0.397  -1.114  -2.121
H  1.462  0.073  1.430
H  -0.490  2.324  1.433
H  -1.357  3.323  0.042
H  -1.386  -2.097  2.192
H  -0.504  -0.499  2.564
H  0.281  -1.973  1.933
H  -2.039  -2.232  -0.181
H  -3.494  1.432  -0.987

Atomic forces in eV per Å
0.32 1.55 0.56
-2.42 -0.37 -1.64
-0.19 0.00 0.53
2.93 -0.88 -1.32
0.25 0.61 2.18
0.18 -0.01 0.87
-1.01 0.81 0.69
2.09 0.85 -0.56
-0.63 1.56 2.34
-1.50 -2.84 -1.12
-1.12 -2.51 -0.90
-0.53 1.84 -1.14
4.40 -2.08 3.14
-0.19 -1.56 -0.96
-0.98 -1.26 -0.35
-0.17 -0.63 0.32
0.17 -0.01 0.67
-0.65 -0.53 -0.36
-0.72 0.33 -0.75
0.67 0.15 -1.48
0.69 1.07 0.11
0.35 0.48 0.41
0.76 2.01 -0.55
-0.02 0.36 0.80
0.47 0.56 -0.07
-0.78 -0.91 -0.41
-2.36 1.42 -0.98

Output
Electronic energy (eV): -18672.44755
Net charge: 0
HOMO (spin up / spin down) (Ha): -0.281 / -0.301
Energy relative to the best compared isomer or geometry (same formula, charge and spin) (kcal per mole): 128.1



Below is one molecule with the formula C11H12N2O2 at a distorted geometry, with properties calculated with ωB97M-V/def2-TZVPD.

Geometry (Å):
N  -3.205  1.345  -0.725
C  -1.905  1.717  -0.362
C  -0.781  0.911  -0.840
C  -0.320  -0.243  -0.172
C  -1.219  -1.037  0.506
N  -0.528  -2.135  1.063
C  0.775  -2.116  0.741
C  1.765  -3.193  1.035
C  2.956  -2.784  0.849
C  3.317  -1.428  0.348
C  2.407  -0.492  -0.087
C  1.002  -0.959  -0.131
C  -1.449  3.323  -0.676
O  -2.000  4.201  -1.377
O  -0.280  3.658  0.151
H  -3.174  1.477  -1.708
H  -3.841  2.114  -0.348
H  -2.058  1.410  0.818
H  0.204  1.500  -1.021
H  -1.008  0.643  -1.954
H  -2.380  -0.938  0.530
H  -0.679  -2.925  1.942
H  1.664  -3.941  1.751
H  3.742  -3.656  0.675
H  4.343  -1.281  -0.117
H  2.774  0.326  -0.637
H  -0.124  4.503  -0.254

Atomic forces in eV per Å
-1.62 1.60 -0.53
0.72 1.91 5.09
2.97 1.67 -5.45
0.36 -4.50 2.04
-1.14 -0.69 0.68
-0.80 -3.20 3.27
0.61 -0.04 -1.70
-5.70 3.32 0.84
7.78 1.18 -3.60
1.07 -1.26 -1.51
-1.95 -3.17 -0.33
0.21 0.97 3.11
-0.79 1.20 1.07
2.03 -3.63 2.33
-3.02 -1.42 -2.27
-1.06 -0.14 -1.54
0.83 -1.55 -0.74
1.53 2.00 -2.09
-1.84 -0.17 0.46
0.15 0.27 1.45
2.53 -0.25 0.20
-0.62 3.42 -3.59
-1.15 -1.93 0.41
-0.98 2.21 1.27
-1.01 -0.23 1.43
0.15 1.18 -0.37
0.72 1.26 0.08

Output
Electronic energy (eV): -18672.32158
Net charge: 0
HOMO (Ha): -0.296
SMILES: N[C@@H](Cc1c[nH]c2ccccc12)C(=O)O
Energy relative to the best compared isomer or geometry (same formula, charge and spin) (kcal per mole): 131.0



Below is C11H12N2O2 as an isolated structure at a distorted geometry, with properties calculated with ωB97M-V/def2-TZVPD.

Geometry (Å):
C  -1.982  -2.309  2.008
C  -2.712  -1.325  1.468
C  -0.590  -2.389  1.777
C  -0.102  -1.383  1.023
C  -2.144  -0.313  0.480
C  1.324  -1.263  0.694
C  -0.236  2.461  -1.448
C  0.038  1.072  -1.833
C  0.172  2.174  0.027
C  0.507  0.761  -0.471
C  2.778  -0.171  -0.965
N  -0.772  -0.464  0.412
N  1.511  -0.113  -0.126
O  -2.835  0.505  -0.113
O  2.140  -2.088  0.998
H  -2.428  -3.012  2.810
H  -3.784  -1.253  1.585
H  0.105  -2.959  2.266
H  0.272  3.268  -1.865
H  -1.258  2.552  -1.592
H  -0.779  0.751  -2.427
H  0.916  0.988  -2.456
H  0.983  2.814  0.342
H  -0.522  2.153  0.851
H  3.487  -0.603  -0.340
H  2.687  -0.707  -1.874
H  3.225  0.853  -1.233

Atomic forces in eV per Å
-0.27 -1.65 2.41
-0.41 1.34 -1.90
-1.26 1.76 -0.65
1.25 -1.00 0.27
-0.76 -1.50 1.65
-0.26 0.43 -0.49
-0.74 0.65 2.19
2.35 -0.11 -2.00
0.59 -0.25 -0.37
-3.87 -2.97 2.73
-0.82 2.98 0.52
-0.86 4.06 -2.37
3.43 -0.98 -0.78
0.80 0.06 -0.10
0.78 0.46 -0.26
0.52 1.11 -1.65
-0.01 0.04 0.21
1.22 -1.77 1.07
0.99 1.14 -0.92
-2.07 1.02 0.14
-0.71 -1.68 0.23
0.46 -0.13 -0.63
0.67 -0.21 0.14
-0.65 0.16 -0.12
1.23 -1.04 0.93
-0.46 -0.73 -0.78
-1.15 -1.17 0.57

Output
Electronic energy (eV): -18673.89539
Net charge: 0
HOMO (Ha): -0.297
Energy relative to the best compared isomer or geometry (same formula, charge and spin) (kcal per mole): 94.7